[1]
Here is a structure of composition C6H10O from the Open Molecules 2025 dataset. Energies are from ωB97M-V/def2-TZVPD.

Last column: natural (NBO) charge in e.
Element x y z (Å)
C1 -1.88 0.33 1.26  -0.612
C2 -1.21 -0.59 0.24  -0.429
C3 0.30 -0.63 0.39  0.113
O1 0.91 -1.52 -0.55  -0.523
C4 1.66 -0.47 -1.16  -0.003
C5 1.02 0.36 -2.12  -0.209
C6 1.05 0.61 -0.13  -0.435
H1 -1.51 1.36 1.18  0.200
H2 -1.68 0.00 2.29  0.203
H3 -2.96 0.36 1.12  0.220
H4 -1.44 -0.27 -0.78  0.228
H5 -1.59 -1.61 0.35  0.217
H6 0.59 -0.89 1.42  0.179
H7 2.74 -0.63 -1.09  0.201
H8 1.78 1.14 -2.36  0.137
H9 0.39 1.38 -0.55  0.276
H10 1.83 1.06 0.48  0.239

## Properties
Relative energy (zero: lowest compared OMol25 entry of this formula, charge and spin): 403.6 kJ/mol
2S+1: 1

***

[2]
Here is an isolated molecule of C6H10O from the Open Molecules 2025 dataset. Energies are from ωB97M-V/def2-TZVPD.

Last column: natural (NBO) charge in e.
Element x y z (Å)
C1 -0.88 -0.51 -1.83  -0.614
C2 0.33 -0.13 -0.97  -0.200
C3 0.27 1.20 -0.17  -0.421
C4 0.54 0.41 1.11  0.243
O1 1.41 0.81 2.11  -0.689
C5 -0.53 -0.62 1.33  -0.456
C6 0.58 -0.88 0.34  -0.236
H1 -0.63 -1.31 -2.54  0.212
H2 -1.22 0.36 -2.41  0.209
H3 -1.71 -0.86 -1.21  0.205
H4 1.23 -0.14 -1.59  0.207
H5 -0.67 1.77 -0.21  0.195
H6 1.10 1.87 -0.42  0.219
H7 0.91 1.36 2.73  0.471
H8 -0.43 -1.16 2.26  0.228
H9 -1.56 -0.45 1.00  0.204
H10 1.25 -1.73 0.47  0.223

## Properties
SMILES: C[C@H]1C[C@@]2(O)C[C@@H]12
Relative energy (zero: lowest compared OMol25 entry of this formula, charge and spin): 127.1 kJ/mol
2S+1: 1

***

[3]
Here is a structure of composition C6H10O from the Open Molecules 2025 dataset. Energies are from ωB97M-V/def2-TZVPD.

Last column: natural (NBO) charge in e.
Element x y z (Å)
O1 1.23 -1.36 1.65  -0.554
C1 1.64 -1.10 0.53  0.465
C2 1.61 0.28 -0.07  -0.505
C3 0.44 1.08 0.48  -0.444
C4 -0.77 0.74 -0.38  -0.143
C5 -0.85 -1.19 -0.81  -0.508
C6 -2.04 0.52 0.13  -0.344
H1 2.11 -1.88 -0.09  0.116
H2 2.58 0.76 0.12  0.230
H3 1.50 0.18 -1.16  0.227
H4 0.67 2.16 0.48  0.223
H5 0.26 0.80 1.53  0.234
H6 -0.73 1.24 -1.36  0.222
H7 -1.40 -1.46 -1.74  0.167
H8 -1.15 -1.97 -0.08  0.186
H9 -2.93 0.78 -0.44  0.215
H10 -2.17 0.42 1.21  0.212

## Properties
Relative energy (zero: lowest compared OMol25 entry of this formula, charge and spin): 411.8 kJ/mol
2S+1: 1

***

[4]
Here is a cluster of 2 separate species, C6H10O in total from the Open Molecules 2025 dataset. Energies are from ωB97M-V/def2-TZVPD.

Last column: natural (NBO) charge in e.
Element x y z (Å)
C1 -2.30 -0.34 0.14  -0.604
C2 -0.95 0.15 -0.34  -0.197
C3 -0.18 1.11 0.62  -0.431
C4 1.06 0.31 0.30  0.050
C5 2.43 0.86 0.18  0.324
O1 2.16 0.17 1.24  -0.421
C6 0.26 -0.83 -0.30  -0.424
H1 -2.22 -0.77 1.15  0.203
H2 -3.01 0.49 0.19  0.214
H3 -2.72 -1.10 -0.52  0.213
H4 -1.03 0.60 -1.33  0.206
H5 -0.15 2.17 0.35  0.219
H6 -0.49 1.00 1.66  0.215
H7 3.26 -0.78 -1.69  -0.016
H8 3.41 -0.12 -1.36  0.012
H9 0.11 -1.63 0.43  0.216
H10 0.59 -1.28 -1.25  0.221

## Properties
Relative energy (zero: lowest compared OMol25 entry of this formula, charge and spin): 432.5 kJ/mol
2S+1: 1

***

[5]
Here is a cluster of 2 separate species, C6H10O in total from the Open Molecules 2025 dataset. Energies are from ωB97M-V/def2-TZVPD.

Last column: natural (NBO) charge in e.
Element x y z (Å)
C1 2.10 0.22 -0.81  -0.635
C2 0.82 0.03 -0.07  0.274
C3 0.29 -1.31 0.45  -0.434
C4 -1.14 -0.89 0.05  -0.387
C5 -0.59 0.45 -0.54  -0.412
C6 -0.49 1.53 0.54  0.301
O1 0.67 1.05 0.98  -0.471
H1 2.96 0.01 -0.16  0.226
H2 2.14 -0.45 -1.68  0.223
H3 2.17 1.25 -1.16  0.227
H4 0.67 -2.16 -0.14  0.217
H5 0.48 -1.50 1.51  0.226
H6 -1.86 -0.78 0.86  0.223
H7 -1.58 -1.53 -0.72  0.220
H8 -0.88 0.73 -1.55  0.230
H9 -3.23 1.54 1.26  -0.051
H10 -2.53 1.81 1.18  0.022

## Properties
Relative energy (zero: lowest compared OMol25 entry of this formula, charge and spin): 431.5 kJ/mol
2S+1: 1

***

[6]
Here is a structure of composition C6H10O from the Open Molecules 2025 dataset. Energies are from ωB97M-V/def2-TZVPD.

Last column: natural (NBO) charge in e.
Element x y z (Å)
C1 2.15 0.38 -0.12  -0.605
C2 0.93 -0.35 -0.63  -0.502
C3 -0.17 -0.40 0.39  0.589
C4 -1.56 -0.35 -0.15  -0.537
O1 0.02 -0.56 1.58  -0.597
C5 -1.29 1.13 0.03  -0.026
C6 -1.39 2.33 0.11  -0.175
H1 3.01 0.20 -0.76  0.211
H2 2.37 0.05 0.90  0.231
H3 1.96 1.46 -0.09  0.212
H4 1.14 -1.42 -0.76  0.237
H5 0.59 0.02 -1.61  0.217
H6 -2.37 -0.64 0.52  0.263
H7 -1.77 -0.61 -1.20  0.253
H8 -1.18 -2.42 0.56  -0.073
H9 -0.77 -2.16 1.13  0.060
H10 -1.67 3.35 0.09  0.243

## Properties
Relative energy (zero: lowest compared OMol25 entry of this formula, charge and spin): 397.9 kJ/mol
2S+1: 1

***

[7]
Here is an isolated molecule of C6H10O from the Open Molecules 2025 dataset. Energies are from ωB97M-V/def2-TZVPD.

Last column: natural (NBO) charge in e.
Element x y z (Å)
C1 -2.26 -0.01 0.08  -0.534
C2 -1.20 -0.43 0.78  -0.077
C3 -0.20 -1.41 0.26  -0.494
C4 1.26 -1.06 0.04  -0.186
C5 1.82 0.13 -0.15  -0.214
C6 1.16 1.49 -0.15  -0.102
O1 -0.12 1.58 0.42  -0.737
H1 -3.02 0.63 0.52  0.213
H2 -2.41 -0.34 -0.95  0.198
H3 -1.06 -0.10 1.81  0.215
H4 -0.59 -1.80 -0.69  0.217
H5 -0.23 -2.25 0.97  0.227
H6 1.90 -1.94 -0.03  0.204
H7 2.89 0.16 -0.36  0.206
H8 1.79 2.16 0.46  0.188
H9 1.16 1.88 -1.17  0.175
H10 -0.87 1.29 -0.15  0.501

## Properties
SMILES: C=CC/C=C\CO
Relative energy (zero: lowest compared OMol25 entry of this formula, charge and spin): 178.9 kJ/mol
2S+1: 1

***

[8]
Here is an isolated molecule of C6H10O from the Open Molecules 2025 dataset. Energies are from ωB97M-V/def2-TZVPD.

Last column: natural (NBO) charge in e.
Element x y z (Å)
C1 1.94 0.27 0.25  -0.619
C2 0.52 -0.03 -0.19  0.257
C3 -0.16 -1.28 0.39  -0.622
C4 -1.59 -1.20 -0.06  0.182
C5 -1.84 0.28 -0.10  -0.615
C6 -0.52 1.05 0.14  -0.452
O1 0.60 -0.21 -1.61  -0.723
H1 2.30 1.14 -0.31  0.223
H2 2.60 -0.57 0.01  0.220
H3 2.01 0.49 1.32  0.210
H4 -0.29 -1.19 1.49  0.268
H5 0.35 -2.23 0.20  0.237
H6 -0.13 -0.78 -1.89  0.466
H7 -2.60 0.41 0.68  0.274
H8 -2.36 0.56 -1.03  0.262
H9 -0.40 1.93 -0.49  0.227
H10 -0.44 1.35 1.19  0.206

## Properties
Relative energy (zero: lowest compared OMol25 entry of this formula, charge and spin): 294.4 kJ/mol
2S+1: 1

***

[9]
Here is an isolated molecule of C6H10O from the Open Molecules 2025 dataset. Energies are from ωB97M-V/def2-TZVPD.

Last column: natural (NBO) charge in e.
Element x y z (Å)
C1 1.13 2.50 -0.55  -0.520
C2 1.59 1.41 0.07  0.298
O1 2.93 1.29 0.37  -0.698
C3 0.81 0.26 0.49  -0.244
C4 -0.14 -0.35 -0.19  -0.143
C5 -0.98 -1.39 0.49  -0.442
C6 -2.16 -1.97 -0.29  -0.594
H1 1.67 3.32 -0.98  0.201
H2 0.10 2.62 -0.84  0.204
H3 3.40 2.11 0.45  0.485
H4 1.09 0.02 1.52  0.210
H5 -0.28 -0.18 -1.26  0.209
H6 -0.38 -2.29 0.73  0.212
H7 -1.40 -1.04 1.44  0.211
H8 -2.95 -1.22 -0.40  0.200
H9 -1.85 -2.28 -1.29  0.201
H10 -2.59 -2.81 0.26  0.211

## Properties
SMILES: C=C(O)/C=C/CC
Relative energy (zero: lowest compared OMol25 entry of this formula, charge and spin): 108.9 kJ/mol
2S+1: 1

***

[10]
Here is a structure of composition C6H10O from the Open Molecules 2025 dataset. Energies are from ωB97M-V/def2-TZVPD.

Last column: natural (NBO) charge in e.
Element x y z (Å)
C1 0.59 -0.95 -1.76  -0.631
C2 0.94 -0.29 -0.45  0.117
O1 1.41 1.09 -0.58  -0.506
C3 0.65 1.37 0.50  0.068
C4 -1.07 1.15 -0.07  -0.477
C5 -0.15 0.14 0.55  -0.157
C6 -0.53 -0.66 1.76  -0.600
H1 0.27 -1.99 -1.57  0.218
H2 -0.22 -0.43 -2.28  0.214
H3 1.46 -0.99 -2.43  0.224
H4 1.72 -0.87 0.07  0.185
H5 0.03 2.41 0.61  0.263
H6 -1.92 1.44 0.56  0.217
H7 -1.25 1.18 -1.14  0.216
H8 -1.12 -1.54 1.48  0.214
H9 0.36 -1.00 2.30  0.214
H10 -1.13 -0.06 2.45  0.220

## Properties
Relative energy (zero: lowest compared OMol25 entry of this formula, charge and spin): 357.1 kJ/mol
2S+1: 1

***

[11]
Here is a cluster of 2 separate species, C6H10O in total from the Open Molecules 2025 dataset. Energies are from ωB97M-V/def2-TZVPD.

Last column: natural (NBO) charge in e.
Element x y z (Å)
C1 -2.16 -0.11 1.35  -0.389
C2 -2.04 0.30 0.07  -0.228
C3 -1.01 -0.27 -0.78  -0.221
C4 0.22 -0.70 -0.42  -0.190
C5 1.29 -1.08 -1.32  -0.229
C6 2.58 -0.91 -1.02  -0.360
H1 -2.87 0.33 2.04  0.202
H2 -1.46 -0.80 1.79  0.197
H3 -2.73 0.95 -0.44  0.215
H4 -1.17 -0.28 -1.86  0.195
H5 0.40 -0.53 0.63  0.201
H6 0.95 -1.62 -2.20  0.205
H7 2.89 -0.33 -0.17  0.205
H8 3.33 -1.27 -1.71  0.198
O1 0.89 1.94 1.55  -0.943
H9 0.91 2.75 1.02  0.469
H10 -0.02 1.63 1.47  0.474

## Properties
SMILES: C=C/C=C/C=C.O
Relative energy (zero: lowest compared OMol25 entry of this formula, charge and spin): 159.5 kJ/mol
2S+1: 1

***

[12]
Here is an isolated molecule of C6H10O from the Open Molecules 2025 dataset. Energies are from ωB97M-V/def2-TZVPD.

Last column: natural (NBO) charge in e.
Element x y z (Å)
O1 2.50 -0.91 -0.11  -0.703
C1 1.25 -0.33 -0.38  0.093
C2 1.06 1.00 0.26  -0.254
C3 -0.12 1.62 0.15  -0.184
C4 -1.24 0.93 -0.53  -0.438
C5 -1.44 -0.57 0.28  -0.399
C6 -0.17 -1.39 0.07  -0.433
H1 2.78 -0.66 0.78  0.465
H2 1.11 -0.36 -1.45  0.186
H3 1.79 1.34 0.99  0.203
H4 -0.35 2.46 0.80  0.207
H5 -1.00 0.58 -1.54  0.207
H6 -2.15 1.55 -0.57  0.217
H7 -1.64 -0.38 1.35  0.205
H8 -2.36 -0.95 -0.19  0.213
H9 0.26 -1.88 0.94  0.209
H10 -0.29 -2.11 -0.76  0.206

## Properties
SMILES: O[C@@H]1C=CCCC1
Relative energy (zero: lowest compared OMol25 entry of this formula, charge and spin): 131.1 kJ/mol
2S+1: 1